The following is a quantum chemistry calculation of C39H65Br2KN2O2PSSi4 as an isolated structure in a non-equilibrium geometry, from the OMol25 dataset.

XYZ file:
```
117
Properties=species:S:1:pos:R:3:mulliken_charge:R:1
K -0.36481 0.07730 0.06061 1.8390
Br -2.92145 3.00053 0.08093 -0.0893
C -4.25873 1.68928 0.29653 -0.6990
Br -3.37753 -1.16074 -0.61520 -0.6832
H -5.07964 1.74461 -0.39891 0.3476
H -4.38476 1.33590 1.30623 0.4162
C 3.16329 1.80886 -3.30054 -1.6242
C 2.16092 2.40399 -4.25934 1.2499
C 2.50955 3.52953 -4.99956 -0.8189
C 1.63893 4.08292 -5.92947 -0.8186
C 0.39883 3.49920 -6.13726 -0.7793
C 0.03427 2.37419 -5.40656 -1.0616
C 0.89460 1.82411 -4.46209 0.5539
P 0.43737 0.41146 -3.37917 1.8985
C -1.30158 0.10790 -3.85021 0.6434
C -2.12577 1.04327 -3.21529 -0.6694
C -3.49101 1.07252 -3.42145 -0.6848
C -4.06077 0.12045 -4.25030 -0.8101
C -3.25771 -0.83191 -4.85705 -0.9182
C -1.87391 -0.85887 -4.68256 1.1029
C -1.08917 -1.93151 -5.39887 -1.1388
C 1.49159 -0.94221 -4.04830 -0.0819
C 2.23407 -0.83054 -5.22038 -0.2681
C 3.11045 -1.83332 -5.61196 -0.6271
C 3.26177 -2.96347 -4.82298 -0.8662
C 2.53634 -3.08025 -3.64386 -0.5918
C 1.65111 -2.08452 -3.25504 -0.7307
C 0.91274 -2.23420 -1.92732 -0.0946
H 3.98505 2.50244 -3.12027 0.4342
H 3.59242 0.88556 -3.70003 0.3048
H 2.70470 1.55275 -2.34248 0.1552
H 3.48622 3.97467 -4.84156 0.4302
H 1.93163 4.96326 -6.48870 0.3686
H -0.28998 3.91439 -6.86220 0.4328
H -0.94151 1.92942 -5.56259 0.4765
H -1.68901 1.75994 -2.52436 0.2254
H -4.09875 1.79832 -2.89691 0.4309
H -5.13310 0.09383 -4.39819 0.3550
H -3.71103 -1.58934 -5.48703 0.3312
H -1.74871 -2.47153 -6.07790 0.4698
H -0.66108 -2.65981 -4.70533 0.1721
H -0.26184 -1.52461 -5.98059 0.2104
H 2.12082 0.05404 -5.83745 0.4589
H 3.67210 -1.72881 -6.53233 0.4488
H 3.95039 -3.74653 -5.11410 0.3637
H 2.65935 -3.95292 -3.01250 0.4907
H 0.90889 -3.26652 -1.58000 0.6750
H -0.11435 -1.86483 -1.97865 0.1100
O 2.62204 -1.85864 -0.23519 -0.4101
C 1.74881 -1.42493 -0.88575 -0.1632
C -0.97581 2.58887 6.49804 -1.1289
Si -1.15680 2.20414 4.65636 0.0466
C -2.70077 1.12990 4.52181 -0.7990
C -1.58050 3.85279 3.84989 -0.8727
Si 0.54578 1.10487 3.55991 0.3867
Si 2.30315 2.58455 3.32984 -0.0596
C 3.37336 3.08210 4.80154 -1.1636
C 1.72959 4.23290 2.60036 -0.5923
C 3.53605 1.86743 2.08119 -0.7927
Si 1.25850 -0.43755 5.11960 0.1841
C -0.19266 -1.29615 5.97080 -0.7928
C 2.34647 0.14610 6.54725 -1.1508
C 2.25389 -1.79090 4.26445 -0.6722
H -1.85329 3.11907 6.88960 0.3456
H -0.09100 3.21096 6.66809 0.2644
H -0.84573 1.67038 7.07910 0.2713
H -3.58052 1.63973 4.93329 0.4198
H -2.56156 0.19064 5.06853 0.2497
H -2.89997 0.87498 3.47537 0.0080
H -2.58727 4.17707 4.14021 0.3692
H -1.54677 3.78221 2.75969 0.0585
H -0.87064 4.62328 4.16205 0.2655
H 2.75349 3.39342 5.64720 0.2435
H 4.03717 3.91286 4.53083 0.3477
H 3.99406 2.24873 5.14058 0.3148
H 1.23192 4.83247 3.36654 0.3502
H 1.01322 4.08486 1.78773 -0.0944
H 2.58694 4.80889 2.22712 0.2731
H 3.95723 0.92975 2.46031 0.3554
H 4.36984 2.55649 1.88533 0.3107
H 3.03195 1.63034 1.13832 -0.0658
H -0.83517 -0.56583 6.47128 0.2237
H 0.17764 -1.99941 6.72634 0.3724
H -0.81586 -1.84991 5.26540 0.0097
H 1.87639 0.98139 7.07533 0.2595
H 3.31613 0.49321 6.18227 0.2681
H 2.52190 -0.66595 7.26441 0.3684
H 1.74093 -2.12098 3.35789 -0.3126
H 2.42150 -2.65328 4.92274 0.3866
H 3.23231 -1.40165 3.95968 0.3242
C -3.24436 -3.47696 3.05159 -1.3980
C -1.82012 -2.95096 2.94311 0.4233
S -1.24345 -3.02399 1.24690 0.3800
O -0.16410 -1.96128 1.14264 -0.6328
C -0.36894 -4.61196 1.31041 -0.7027
C 0.97852 -4.53218 2.01039 -0.9520
H -3.63734 -3.27221 4.04798 0.4037
H -3.29249 -4.55687 2.88827 0.3092
H -3.88681 -2.99433 2.31283 0.3142
H -1.11728 -3.47706 3.59012 0.2654
H -1.75704 -1.88303 3.16405 -0.3133
H -0.26563 -4.92160 0.26823 0.4165
H -1.06091 -5.31009 1.79047 0.4853
H 1.57892 -3.72370 1.59483 0.0973
H 1.52356 -5.47032 1.88947 0.4656
H 0.87349 -4.33866 3.07759 0.2121
C 1.12058 5.49354 -1.75525 -0.9845
N 1.76454 4.56242 -0.84064 0.5988
C 3.12517 4.82570 -0.39854 -0.9570
C 1.21659 3.37708 -0.62138 -0.7554
N 0.72283 2.35274 -0.40894 -0.0109
H 1.13927 6.49441 -1.32217 0.3494
H 0.08548 5.19673 -1.90296 0.2943
H 1.62563 5.50815 -2.72427 0.2900
H 3.15102 5.74464 0.18891 0.3259
H 3.79580 4.92844 -1.25628 0.3463
H 3.46440 4.00574 0.22981 0.1828
```

Calculated values
**Highest occupied orbital energy (alpha / beta)**: -3.1 / -3.1 eV
**Charge**: -1
**Kohn-Sham gap (alpha / beta)**: 5.12 / 4.95 eV
**Calculated total energy**: -9430.5869 hartree

---

The following is a quantum chemistry calculation of a 14-piece molecular cluster, C39H66O19 overall in a non-equilibrium geometry, from the OMol25 dataset.

XYZ file:
```
124
Properties=species:S:1:pos:R:3:mulliken_charge:R:1
C 2.18818 -3.93329 1.57978 -0.4032
O 0.80711 -4.10249 1.30630 -0.5146
H 2.54009 -2.91432 1.94915 0.1055
H 2.71974 -4.10433 0.58716 0.0940
H 2.64743 -4.60322 2.35730 0.3613
H 0.53493 -3.82282 0.44511 0.3250
C -0.60096 -0.91793 -3.95589 -0.8770
O -1.28788 0.08806 -4.65270 -0.5429
H 0.26209 -0.49749 -3.47348 0.1030
H -0.12224 -1.48054 -4.53883 0.9582
H -1.28026 -1.26307 -3.17633 0.1686
H -0.70830 0.78967 -4.81614 0.2173
C -3.02912 -1.10329 5.36775 -1.1525
O -2.55272 0.09506 4.76888 -0.4838
H -3.95152 -1.18659 5.88952 0.3541
H -2.20512 -1.48607 5.95866 0.4345
H -2.98051 -1.75047 4.71987 0.5548
H -1.87892 0.01011 4.19144 0.2535
C 1.62120 5.21735 -2.02451 -0.2863
O 1.47611 6.40222 -2.98457 -0.5122
H 1.94465 4.44850 -2.69873 0.2576
H 0.80511 4.87709 -1.54872 0.0100
H 2.24423 5.76176 -1.09938 0.2406
H 2.30553 6.69477 -3.08265 0.2797
C -1.89283 3.91740 -3.93193 -0.8724
O -2.04041 5.34839 -4.00369 -0.6047
H -1.98980 3.68811 -2.87114 0.0382
H -1.16919 3.61119 -4.39572 0.5349
H -2.76917 3.67645 -4.39679 0.5131
H -3.04757 5.58115 -4.15052 0.3132
C -3.14735 3.10172 3.80233 -0.9908
O -3.81526 2.29511 4.79435 -0.5751
H -3.62844 3.81043 3.62330 0.7783
H -3.06783 2.56019 2.89426 0.0720
H -2.10202 3.42552 4.16548 0.2737
H -3.48752 1.28178 4.71586 0.5154
C -1.42625 -3.94456 -0.56430 -1.4024
O -0.34284 -3.77959 -1.43941 -0.3619
H -1.73075 -5.00051 -0.38201 0.2588
H -2.18713 -3.39467 -0.86915 0.7088
H -1.44347 -3.36978 0.26986 0.4704
H -0.52862 -4.37510 -2.08357 0.1820
C -2.34542 5.08507 -0.14394 -0.1559
O -3.30679 5.55305 0.70064 -0.5776
H -2.06131 4.09376 0.31521 0.0732
H -1.32745 5.69357 -0.12971 0.1651
H -2.57306 5.14683 -1.11897 0.2107
H -4.15708 5.07107 0.69359 0.3144
C -4.29101 1.29257 -2.96809 -0.0576
O -4.01806 0.71019 -4.19532 -0.5559
H -3.94316 2.21342 -3.09621 0.0247
H -3.93027 0.69039 -2.04548 -0.0499
H -5.20568 1.68268 -2.59516 0.4683
H -3.48094 0.06471 -4.14506 0.2562
C -5.83285 1.46238 1.47014 -0.4393
C -5.63945 0.04177 1.07060 -0.4440
C -5.72393 -0.92888 2.03158 0.5018
C -6.18091 -0.61136 3.33049 -0.8982
C -6.41007 0.71513 3.74850 -0.5553
C -6.20447 1.75172 2.85571 0.9454
O -6.53724 3.04246 3.27553 -0.6512
O -5.55273 -2.20331 1.64951 -0.5703
H -5.82457 2.23497 0.54799 0.1494
H -5.37083 0.06613 0.04085 0.4007
H -6.18350 -1.44761 3.88822 0.6209
H -6.64412 0.98131 4.78809 0.2337
H -6.43820 3.24483 4.31177 0.3664
H -5.33019 -2.04515 0.74426 0.2974
C -1.94215 0.55949 0.37093 -1.1076
C -1.45089 1.32652 -0.60916 -1.3030
C -0.24148 1.17599 -1.30085 -0.6497
C 0.66115 0.14011 -0.86223 -1.1386
C 0.24936 -0.64499 0.28312 0.5837
C -1.07162 -0.47638 0.88405 0.3190
O -1.47209 -1.09335 2.03640 -0.3480
O 0.15155 2.05614 -2.22977 -0.0832
H -2.74537 0.65319 0.93676 1.4753
H -2.24180 1.94107 -0.95016 0.9290
H 1.60169 0.01087 -1.18427 1.3877
H 0.93053 -1.41341 0.88787 -0.3273
H -0.71840 -1.69596 2.44249 0.0610
H 0.98596 2.06205 -2.68201 0.1231
C 1.63188 -3.17626 5.09768 -0.2220
C 2.19698 -3.91319 6.12678 -1.1552
C 3.12893 -3.24795 6.82452 0.6497
C 3.45888 -1.76341 6.72853 -0.7329
C 2.78656 -1.05626 5.70490 -0.5517
C 1.88233 -1.82189 4.88526 0.1528
O 1.20956 -1.23200 3.91990 -0.1475
O 3.80574 -3.92628 7.85749 -0.5505
H 0.88847 -3.51290 4.40152 0.5403
H 2.22321 -4.75482 6.45835 0.8098
H 4.27860 -1.42021 7.30954 0.2936
H 3.07155 -0.02663 5.58686 0.3748
H 1.24753 -0.24950 4.03032 0.2084
H 4.65676 -3.54084 8.15754 0.3085
C 4.45887 -3.91813 -4.82364 -0.4822
C 3.70034 -3.05616 -4.07079 -0.6161
C 2.91067 -3.48449 -3.04517 0.4071
C 2.69851 -4.86383 -2.83472 -0.1146
C 3.39743 -5.82741 -3.67998 -0.8621
C 4.09522 -5.31642 -4.71286 0.6117
O 4.80664 -6.13156 -5.56726 -0.4573
O 2.06273 -2.62763 -2.29180 0.0619
H 5.08578 -3.48667 -5.53302 0.3709
H 3.62463 -1.90141 -4.16206 0.2019
H 2.22023 -5.19514 -1.89376 0.2492
H 3.26746 -6.83037 -3.44549 0.4875
H 5.30762 -5.72543 -6.05676 0.2102
H 1.29448 -2.94586 -2.14325 0.1459
C 7.03293 1.58556 -1.93189 -0.5709
C 5.76285 1.76498 -1.40217 -0.6216
C 4.71491 2.03460 -2.35412 0.6511
C 4.86281 2.17193 -3.73860 -0.8120
C 6.25189 2.12025 -4.19968 -0.5329
C 7.28967 1.85104 -3.32564 0.6031
O 8.51741 1.97065 -3.77368 -0.5426
O 3.42036 2.21391 -1.77056 -0.2257
H 7.97614 1.64852 -1.28959 0.1617
H 5.54015 1.36514 -0.43640 0.3329
H 4.20940 2.29408 -4.45362 0.7386
H 6.47305 2.15808 -5.27032 0.3639
H 9.35398 2.02916 -3.29047 0.3342
H 3.33133 1.88982 -0.88600 0.1365
```

Calculated values
**Highest occupied orbital energy**: -8.0 eV
**Kohn-Sham gap**: 8.01 eV
**Calculated total energy**: -2954.3864 hartree